No. 1
20
Properties=species:S:1:pos:R:3 method="wB97M-V/def2-TZVPD" relative_energy_kcal_mol=141.5 e_tot_ha=-548.59588 e_lumo_ha=0.0263 orbital_gap_ha=0.3438 charge=0 spin_multiplicity=1
H -2.27698 -2.44839 0.69856
N -1.39312 -2.02372 0.44491
C -1.53907 -0.87393 -0.05238
N -2.72671 -0.21678 -0.29860
C -0.37311 -0.06955 -0.63782
C 0.07624 1.18919 -0.04472
C 1.33210 1.61415 0.10266
C 2.61830 0.92234 0.02446
C 2.74903 -0.37645 -0.11506
N 1.58565 -1.16477 0.09437
O 1.95212 -2.53172 0.08633
O 0.69912 -0.90859 -1.01242
H -2.83411 0.69092 -0.81091
H -3.62119 -0.58669 -0.21789
H -0.90403 -0.01895 -1.69665
H -0.64592 1.91306 0.01834
H 1.53889 2.60370 0.34338
H 3.37356 1.67367 -0.03675
H 3.76108 -0.78443 -0.26610
H 1.52416 -2.81554 0.89340

No. 2
21
Properties=species:S:1:pos:R:3 method="wB97M-V/def2-TZVPD" relative_energy_kcal_mol=68.5 e_tot_ha=-623.91959 e_lumo_ha=0.0270 orbital_gap_ha=0.3545 charge=0 spin_multiplicity=1
H -0.29177 0.44468 -0.59467
N 0.41984 1.03190 -0.14099
C 1.49071 0.38280 -0.05392
C 1.88649 -1.01396 -0.51369
C 3.36862 -0.78577 -0.77880
O 3.76046 0.11499 0.25645
N 2.63861 0.93238 0.53127
H 1.30745 -1.32827 -1.38687
H 1.73878 -1.73404 0.30148
H 3.99811 -1.66495 -0.65835
H 3.52274 -0.32479 -1.77258
H 2.85052 1.88340 0.22578
O -0.90562 -0.52709 1.36511
C -1.94065 -0.31468 0.56704
N -2.88101 -1.14656 0.28297
C -3.69621 -0.41789 -0.58171
C -3.19111 0.81507 -0.76376
O -2.03536 0.89837 -0.01382
H -0.36831 0.26488 1.39590
H -4.59306 -0.84327 -1.00622
H -3.46945 1.69465 -1.33029

No. 3
21
Properties=species:S:1:pos:R:3 method="wB97M-V/def2-TZVPD" relative_energy_kcal_mol=139.1 e_tot_ha=-623.80715 e_lumo_ha=0.0208 orbital_gap_ha=0.3664 charge=0 spin_multiplicity=1 smiles="NC(=O)N([C@@H]1CC12CC2)[N+](=O)[O-]"
N -2.00503 -2.14512 -0.43888
C -2.08031 -0.79806 -0.49098
O -2.76270 -0.02860 -1.04699
N -0.86631 -0.23271 0.46349
C -0.31004 0.96291 0.07225
C 0.16603 0.93212 -1.40126
C 1.17168 0.82320 -0.38018
C 2.54024 1.33201 0.06332
C 2.21778 -0.13840 -0.12621
N -1.05899 -0.40030 1.80394
O -1.62595 -1.45654 2.07786
O -0.71688 0.45838 2.59789
H -1.43533 -2.53365 0.32308
H -2.79588 -2.66474 -0.67784
H -0.71201 1.79730 0.63091
H -0.15806 0.07599 -1.82162
H -0.14579 1.86690 -1.81884
H 2.43599 1.85180 0.96825
H 2.98521 1.78027 -0.78323
H 2.86090 -0.71575 -0.82273
H 2.29546 -0.76701 0.80776

No. 4
20
Properties=species:S:1:pos:R:3 method="wB97M-V/def2-TZVPD" relative_energy_kcal_mol=21.8 e_tot_ha=-871.67224 e_lumo_ha=0.0239 orbital_gap_ha=0.3380 charge=0 spin_multiplicity=1 smiles="CC1=N[C@@H]2C[C@]2(N)N1.O=C=S"
C -1.19124 -2.18525 0.28712
C -0.68393 -0.90771 -0.19249
N -1.13950 -0.22997 -1.16596
C -0.45502 1.01818 -1.26617
C 1.09667 0.97348 -1.46212
C 0.52098 1.00332 -0.10007
N 0.70587 2.09847 0.69324
N 0.39204 -0.32223 0.46471
H -2.21887 -2.19965 0.16775
H -1.20696 -2.42056 1.35971
H -0.78506 -3.02328 -0.35462
H -0.91924 1.84075 -1.72064
H 1.59618 0.12986 -1.78588
H 1.69482 1.94061 -1.79530
H 1.57392 2.17710 1.24420
H -0.20131 2.53679 0.99589
H 0.38253 -0.54020 1.53904
O -2.46665 1.58820 0.94912
C -3.09273 0.67598 0.61252
S -4.11905 -0.34457 0.14084

No. 5
20
Properties=species:S:1:pos:R:3 method="wB97M-V/def2-TZVPD" relative_energy_kcal_mol=194.0 e_tot_ha=-871.39783 e_lumo_ha=-0.0140 orbital_gap_ha=0.2719 charge=0 spin_multiplicity=1
C 1.63278 0.34865 -0.29728
C -1.69377 -1.20041 -0.47626
C 0.37307 1.11634 -0.64409
C -0.43072 1.37374 0.65891
C -1.88365 1.33409 0.21865
C 2.78057 -1.72322 0.14019
N -0.60411 -1.40347 -0.09286
N 0.52068 -1.82012 -0.10224
N 1.65235 -0.91743 -0.16440
O -4.12957 0.01689 -0.25490
S -2.89435 -0.26321 0.44276
H 0.51305 2.16181 -0.91934
H 0.04531 0.47864 -1.49624
H -0.33706 0.57620 1.36650
H -0.26967 2.28947 1.00473
H -2.65505 1.92182 0.75968
H -2.08158 1.48606 -0.95074
H 2.72641 -2.00622 1.10874
H 2.95666 -2.67119 -0.53376
H 3.77864 -1.09845 0.23194

No. 6
21
Properties=species:S:1:pos:R:3 method="wB97M-V/def2-TZVPD" relative_energy_kcal_mol=0.0 e_tot_ha=-1269.96878 e_lumo_ha=0.0146 orbital_gap_ha=0.2981 charge=0 spin_multiplicity=1 smiles="CCn1c(N)c(C(N)=O)sc1=S"
C 2.42529 1.41080 0.84191
C 1.99102 0.83042 -0.50021
N 0.92955 -0.14052 -0.33966
C -0.39995 0.18871 -0.30662
N -0.83935 1.45209 -0.49195
C -1.23360 -0.89495 -0.15239
C -2.67373 -0.79482 -0.02198
N -3.34524 -1.95124 0.16996
O -3.24475 0.29168 -0.06939
S -0.28613 -2.37187 -0.04490
C 1.20379 -1.47055 -0.19144
S 2.70450 -2.12351 -0.16527
H 1.59254 1.88339 1.35937
H 3.20593 2.14976 0.68645
H 2.81952 0.61842 1.47318
H 1.64152 1.61037 -1.18109
H 2.83424 0.30900 -0.96114
H -0.25750 2.22797 -0.22791
H -1.84753 1.52817 -0.35411
H -2.87516 -2.83763 0.20870
H -4.34497 -1.91567 0.26847

No. 7
19
Properties=species:S:1:pos:R:3 method="wB97M-V/def2-TZVPD" relative_energy_kcal_mol=11.2 e_tot_ha=-796.44643 e_lumo_ha=0.0225 orbital_gap_ha=0.3365 charge=0 spin_multiplicity=1 smiles="C/C(S)=N/n1cnc(C)c1"
C 3.49023 0.84612 -0.35498
C 2.14332 0.30844 -0.02477
S 2.21873 -1.38780 0.52980
N 1.13312 1.04971 -0.14866
N -0.15523 0.67541 0.03702
C -1.10391 1.48644 0.58052
N -2.27188 0.91257 0.60650
C -2.11006 -0.31349 0.02678
C -3.24091 -1.26120 -0.15765
C -0.79993 -0.48665 -0.32536
H 3.41584 1.87532 -0.69688
H 3.94118 0.23204 -1.13430
H 4.12649 0.79653 0.52589
H 0.99195 -1.42191 1.05324
H -0.87299 2.46117 0.96025
H -2.89606 -2.28847 -0.06668
H -3.68794 -1.13958 -1.14463
H -4.00666 -1.06339 0.58714
H -0.31527 -1.28124 -0.85324

No. 8
19
Properties=species:S:1:pos:R:3 method="wB97M-V/def2-TZVPD" relative_energy_kcal_mol=116.8 e_tot_ha=-452.66239 e_lumo_ha="-0.2138 / -0.2138" orbital_gap_ha="0.2884 / 0.2884" charge=+1 spin_multiplicity=1 smiles="c1cn([N+]2=NCCC2)cn1"
C -3.18183 -0.72141 0.01867
C -1.87706 -1.11123 0.04710
N -1.15472 0.08451 0.10935
N 0.14764 0.23798 -0.01807
N 0.68143 1.37603 -0.18503
C 2.04068 1.27815 0.01906
C 2.42780 -0.19799 0.04674
C 1.04610 -0.95797 -0.12011
C -2.11286 1.13907 0.05037
N -3.27020 0.64090 -0.05376
H -4.14644 -1.19160 0.03817
H -1.31423 -1.98763 -0.03799
H 2.37356 1.67167 0.93671
H 2.46440 2.02051 -0.78223
H 2.83429 -0.61088 -0.88503
H 3.03593 -0.61891 0.96064
H 0.76154 -1.51068 -1.01111
H 0.89620 -1.60236 0.76861
H -1.65225 2.06183 0.09793

No. 9
17
Properties=species:S:1:pos:R:3 method="wB97M-V/def2-TZVPD" relative_energy_kcal_mol=81.1 e_tot_ha=-363.89501 e_lumo_ha=0.0085 orbital_gap_ha=0.2796 charge=0 spin_multiplicity=1
C 2.77301 0.80316 0.36209
C 1.39907 0.43543 -0.14972
C -0.64091 -0.92963 0.22616
C 0.58990 -0.43273 0.62573
C -2.62055 0.85304 -0.58406
C -1.31900 -2.06323 0.22132
O 0.98847 0.99121 -1.21210
N -1.49071 0.32367 -0.75234
H -0.59895 0.88620 -1.19843
H 0.89003 -0.65846 1.64168
H 3.12465 1.73029 -0.09057
H 3.48576 0.02644 0.08126
H 2.79986 0.93211 1.44411
H -3.35398 0.40874 0.08729
H -2.88085 1.81020 -1.03586
H -2.33673 -2.13129 -0.13216
H -0.80908 -2.98515 0.46559

No. 10
17
Properties=species:S:1:pos:R:3 method="wB97M-V/def2-TZVPD" relative_energy_kcal_mol=117.7 e_tot_ha=-363.83670 e_lumo_ha=0.0188 orbital_gap_ha=0.3230 charge=0 spin_multiplicity=1 smiles="NCC1=COCC=C1"
N -1.64378 1.85939 0.38953
C -0.23848 1.73150 0.63266
C 0.22412 0.29197 0.53698
C 0.64815 -0.66247 1.42529
O 1.02239 -1.85231 1.01641
C 0.30880 -2.01381 -0.34328
C 0.47883 -1.22197 -1.55198
C 0.28873 0.08613 -1.00275
H -1.67381 1.19957 -0.45749
H -2.07119 2.83777 0.32913
H -0.13784 1.94280 1.62149
H 0.49184 2.15028 -0.08859
H 1.03028 -0.51366 2.56348
H -0.73933 -2.38549 -0.14376
H 0.63039 -2.96043 -0.75504
H 1.01854 -1.37887 -2.49145
H 0.36236 0.88958 -1.68065

No. 11
17
Properties=species:S:1:pos:R:3 method="wB97M-V/def2-TZVPD" relative_energy_kcal_mol=96.5 e_tot_ha=-363.87048 e_lumo_ha=-0.0354 orbital_gap_ha=0.3126 charge=0 spin_multiplicity=1
C 0.94531 -0.18916 -0.18139
C 0.29904 -1.42891 -0.21356
C -1.22306 1.21239 -1.02206
C 1.91066 0.14228 0.93166
C -0.67026 0.64970 0.27221
C -1.76343 -0.99084 0.30234
O -0.64475 1.16227 1.34851
N -2.71633 -1.62344 0.50306
H 1.18605 0.24328 -1.14814
H 0.33785 -2.09527 0.63836
H -0.06483 -1.85943 -1.13603
H -1.18631 0.48526 -1.82792
H -2.25439 1.51369 -0.84550
H -0.62139 2.08822 -1.27364
H 1.58053 -0.29274 1.87532
H 2.90794 -0.23820 0.70021
H 1.97737 1.22090 1.07657

No. 12
17
Properties=species:S:1:pos:R:3 method="wB97M-V/def2-TZVPD" relative_energy_kcal_mol=70.7 e_tot_ha=-363.91160 e_lumo_ha=0.0316 orbital_gap_ha=0.3598 charge=0 spin_multiplicity=1 smiles="C#CCNCC(=C)O"
C -0.43607 1.16923 2.37105
C -0.63510 0.13539 1.79605
C -0.82486 -1.10536 1.03141
N -1.41959 -0.87153 -0.28175
C -0.68406 0.05721 -1.14895
C 0.82925 -0.01939 -1.11563
C 1.60507 1.03010 -0.80989
O 1.37485 -1.25506 -1.40215
H -0.23663 2.10173 2.84692
H 0.11631 -1.65819 0.93733
H -1.49476 -1.77076 1.58887
H -2.35722 -0.49945 -0.14684
H -1.00998 1.08090 -0.92222
H -1.00705 -0.13213 -2.18000
H 1.16602 1.99501 -0.57192
H 2.68568 0.96347 -0.77325
H 2.32816 -1.22114 -1.21911